[1]
This record from the Open Molecules 2025 dataset describes a molecular structure, C20H27N3O2S. The level of theory is ωB97M-V with the def2-TZVPD basis set.

Each line ends with the Löwdin charge.
Atoms and positions in Å:
C1 -5.84542 -1.97671 -0.57025  -0.003
O1 -4.58681 -1.18918 -0.59307  -0.085
C2 -3.38317 -1.70453 -0.37770  -0.401
C3 -2.38619 -0.98026 -0.31447  0.000
C4 -1.14194 -1.61985 -0.19531  -0.205
C5 -1.04682 -2.90545 0.15544  -0.087
C6 -2.17726 -3.77996 0.20948  0.017
C7 -3.38682 -3.14135 -0.29865  0.029
H1 -4.25064 -3.82153 -0.30853  0.100
H2 -1.90954 -4.76269 0.15528  0.068
H3 -0.06806 -3.02692 0.28679  0.006
N1 -0.21065 -0.44704 -0.14494  0.081
C8 1.09841 -0.85872 0.51022  -0.482
N2 2.09739 0.22548 0.23015  -0.077
C9 2.06584 0.76395 -1.23344  -0.110
H4 1.22115 0.31419 -1.60288  0.095
C10 1.95025 2.14525 -0.97755  -0.150
C11 0.43993 2.75534 -1.08161  -0.356
N3 -0.33110 2.37726 -0.23787  -0.237
C12 -1.82655 2.82089 -0.23442  -0.191
C13 -2.54299 2.57922 0.91264  -0.170
H5 -3.06837 3.61481 1.48351  0.187
H6 -3.28720 1.94602 1.01009  0.030
C14 -1.43482 2.20601 2.13039  0.003
H7 -1.38030 1.24528 1.85157  0.046
H8 -1.36418 2.65014 2.92384  0.006
C15 -0.09403 2.38296 1.21309  -0.105
H9 0.80240 2.15908 1.50654  0.036
H10 0.01956 3.60596 1.46707  0.165
H11 -2.25050 2.19282 -1.09461  0.133
H12 -1.77049 3.95184 -0.67531  0.169
H13 0.46468 3.88898 -1.24404  0.130
H14 0.11960 2.56566 -2.12651  0.135
H15 2.46240 2.63131 -1.86610  0.137
H16 2.30990 2.60165 -0.09003  0.105
H17 3.08095 0.75809 -1.53798  0.116
C16 3.38851 0.13040 0.70263  -0.268
C17 4.29132 -0.86574 0.55328  -0.377
C18 4.44704 -2.16960 0.55564  -0.121
C19 5.34496 -2.53421 -0.26778  -0.216
C20 5.89735 -1.65378 -0.93795  0.038
O2 4.97580 -0.42160 -0.47919  0.014
H18 6.43089 -1.48720 -1.85895  0.113
H19 5.80424 -3.79587 -0.42017  0.221
H20 3.83892 -2.72852 1.20307  0.068
H21 3.33776 -0.18454 1.91142  0.159
H22 3.88909 1.00962 0.83507  0.117
S1 1.41077 -1.81587 1.97231  0.647
H23 -0.31893 0.51980 -0.39811  0.065
H24 -2.73086 0.17311 -0.38512  0.178
H25 -6.69298 -1.24074 -0.89377  0.134
H26 -5.81367 -2.66181 -1.52221  0.129
H27 -5.88883 -2.44145 0.18907  -0.039

net charge = 0
relative energy (zero: lowest compared OMol25 entry of this formula, charge and spin) = 532.4 kcal/mol
lowest unoccupied orbital energy = 0.1993 eV



[2]
This record from the Open Molecules 2025 dataset describes C20H27N3O2S2 in the gas phase. The level of theory is ωB97M-V with the def2-TZVPD basis set.

Each line ends with the Löwdin charge.
Atoms and positions in Å:
C1 -1.36655 -3.66370 1.69359  -0.081
O1 -0.33790 -2.93851 1.06570  -0.112
C2 0.65752 -3.64327 0.42241  -0.201
C3 0.71366 -5.02086 0.31936  -0.029
C4 1.76818 -5.62244 -0.35362  -0.090
C5 2.77006 -4.85316 -0.90950  -0.085
C6 2.72906 -3.47235 -0.80536  -0.055
C7 1.67288 -2.85511 -0.15585  -0.179
N1 1.55922 -1.47552 0.03643  0.087
C8 1.90989 -0.45588 -0.78712  -0.759
S1 2.65018 -0.70801 -2.24946  0.713
N2 1.59108 0.79528 -0.35945  -0.138
C9 0.93249 1.06791 0.90454  -0.156
C10 -0.57996 0.80406 0.88197  -0.143
C11 -1.29773 1.65796 -0.16365  -0.202
N3 -2.73974 1.53715 -0.03319  -0.176
C12 -3.25511 0.30367 -0.60591  -0.163
C13 -4.75413 0.20935 -0.32321  -0.198
O2 -5.45125 1.30816 -0.85881  -0.132
C14 -4.94346 2.51179 -0.33580  -0.200
C15 -3.44941 2.66070 -0.62305  -0.174
C16 2.04143 1.95480 -1.10474  -0.224
C17 3.07898 2.72408 -0.35923  -0.517
C18 3.14504 4.06526 -0.13908  -0.138
C19 4.28559 4.44841 0.60293  -0.193
C20 5.06175 3.39048 0.94338  -0.416
S2 4.42830 1.90305 0.35629  1.042
H1 -1.93852 -4.25422 0.97148  0.098
H2 -2.01966 -2.91816 2.14598  0.093
H3 -0.97339 -4.32211 2.47424  0.099
H4 -0.05813 -5.63840 0.75078  0.102
H5 1.79682 -6.69846 -0.43318  0.102
H6 3.59407 -5.32208 -1.42404  0.103
H7 3.51387 -2.87193 -1.23174  0.056
H8 0.91400 -1.26376 0.78417  0.106
H9 1.40185 0.49086 1.71027  0.129
H10 1.10333 2.12406 1.12698  0.126
H11 -0.78481 -0.24846 0.68617  0.085
H12 -0.98820 1.04596 1.86451  0.125
H13 -1.03886 2.70717 0.00504  0.121
H14 -0.95703 1.37652 -1.17454  0.131
H15 -2.75187 -0.54915 -0.14932  0.114
H16 -3.08798 0.26994 -1.69753  0.135
H17 -5.17955 -0.68086 -0.78955  0.125
H18 -4.91026 0.16469 0.76570  0.127
H19 -5.50939 3.31604 -0.80878  0.125
H20 -5.10204 2.54148 0.75300  0.126
H21 -3.08670 3.58705 -0.17226  0.123
H22 -3.29464 2.71101 -1.71552  0.132
H23 2.45315 1.57914 -2.05003  0.044
H24 1.19297 2.60938 -1.32770  0.125
H25 2.40779 4.76057 -0.50014  0.109
H26 4.50870 5.46535 0.87142  0.099
H27 5.97443 3.38506 1.50501  0.058

structure (SMILES) = COc1ccccc1NC(=S)N(CCCN1CCOCC1)Cc1cccs1
net charge = 0
relative energy (zero: lowest compared OMol25 entry of this formula, charge and spin) = 5.4 kcal/mol
lowest unoccupied orbital energy = 0.5923 eV



[3]
This record from the Open Molecules 2025 dataset describes C20H27N3O3 in the gas phase. The level of theory is ωB97M-V with the def2-TZVPD basis set.

Each line ends with the Löwdin charge.
Atoms and positions in Å:
C1 4.27144 4.33639 -5.00389  -0.095
C2 5.07434 3.16446 -4.43472  -0.216
C3 4.23613 2.37639 -3.47071  -0.250
C4 3.45535 1.31459 -3.91022  -0.034
C5 2.65773 0.60478 -3.03405  -0.023
C6 2.61229 0.94788 -1.68321  -0.168
C7 1.77471 0.21982 -0.73600  -0.220
N1 1.44022 0.82094 0.34212  0.164
N2 0.65664 0.19088 1.25519  -0.078
C8 -0.12435 1.08450 2.08174  -0.118
C9 -1.33661 1.59515 1.28397  -0.070
C10 -2.09569 0.39141 0.74200  -0.502
O1 -1.82838 -0.11581 -0.33075  0.057
N3 -3.07305 -0.05864 1.55106  0.084
C11 -3.71681 -1.33567 1.35620  -0.115
C12 -3.42860 -2.24418 2.55921  -0.310
C13 -4.04464 -3.64540 2.39737  -0.122
C14 -4.77216 -3.86929 3.72365  -0.153
C15 -5.11260 -2.43586 4.12502  -0.208
O2 -3.99282 -1.67015 3.73913  -0.109
C16 0.46035 -1.15280 1.31733  -0.435
O3 -0.25118 -1.66144 2.16400  0.061
C17 1.26887 -1.93652 0.30691  -0.066
C18 1.30009 -1.17959 -1.01718  -0.109
C19 3.38473 2.02542 -1.24446  -0.018
C20 4.18323 2.72404 -2.12496  -0.032
H1 4.87710 4.90958 -5.70204  0.068
H2 3.94559 4.99570 -4.20260  0.074
H3 3.38946 3.97203 -5.52574  0.074
H4 5.96065 3.54948 -3.92629  0.109
H5 5.40189 2.52135 -5.25411  0.108
H6 3.47536 1.03808 -4.95510  0.114
H7 2.04971 -0.20397 -3.41007  0.109
H8 -0.44712 0.52131 2.96020  0.124
H9 0.51235 1.92047 2.37833  0.124
H10 -1.97066 2.21114 1.92023  0.114
H11 -0.97552 2.18495 0.43994  0.119
H12 -3.16192 0.31145 2.48575  0.142
H13 -3.31618 -1.77176 0.43924  0.131
H14 -4.79799 -1.18821 1.25224  0.131
H15 -2.34425 -2.28169 2.71006  0.128
H16 -3.28455 -4.39775 2.20430  0.115
H17 -4.75474 -3.64559 1.56889  0.113
H18 -5.65376 -4.49859 3.62739  0.109
H19 -4.09662 -4.30658 4.45883  0.114
H20 -5.25473 -2.29902 5.19802  0.121
H21 -6.01610 -2.09212 3.59783  0.121
H22 0.82892 -2.92778 0.19989  0.125
H23 2.28386 -2.05192 0.70323  0.134
H24 1.93957 -1.69098 -1.73554  0.114
H25 0.28290 -1.11498 -1.42033  0.126
H26 3.34638 2.29387 -0.20056  0.106
H27 4.78118 3.55024 -1.76672  0.114

structure (SMILES) = CCc1ccc(C2=NN(CCC(=O)NC[C@@H]3CCCO3)C(=O)CC2)cc1
net charge = 0
relative energy (zero: lowest compared OMol25 entry of this formula, charge and spin) = 56.3 kcal/mol
lowest unoccupied orbital energy = 0.6693 eV



[4]
This record from the Open Molecules 2025 dataset describes C20H27N3O3 in the gas phase. The level of theory is ωB97M-V with the def2-TZVPD basis set.

Each line ends with the Löwdin charge.
Atoms and positions in Å:
C1 -8.28155 -1.62751 0.57927  -0.098
O1 -7.57487 -0.90730 -0.39830  -0.091
C2 -6.24158 -0.68156 -0.20186  -0.284
C3 -5.51349 -1.10834 0.90131  -0.029
C4 -4.16290 -0.81966 0.99001  -0.030
C5 -3.50947 -0.10630 -0.00904  -0.228
N1 -2.14580 0.15172 0.16414  0.144
C6 -1.27661 0.75039 -0.71423  -0.476
O2 -1.60360 1.12544 -1.82434  0.059
N2 0.01922 0.87474 -0.27991  0.002
C7 0.56953 0.64499 1.03900  -0.256
C8 0.94579 1.99209 1.70468  -0.116
C9 0.66047 3.15528 0.75870  -0.173
C10 1.35669 2.92539 -0.57934  -0.115
C11 0.96305 1.54833 -1.15857  -0.250
C12 2.16841 0.62853 -1.38051  -0.074
C13 2.82398 0.25938 -0.05087  -0.309
N3 3.90330 -0.68200 -0.24757  0.107
C14 5.14704 -0.47213 0.24490  -0.461
O3 5.43304 0.52293 0.88324  0.062
C15 6.15791 -1.53260 -0.04201  -0.187
C16 6.16887 -2.29763 -1.33954  -0.108
C17 5.79712 -2.99478 -0.07532  -0.109
C18 1.76827 -0.30713 0.90154  -0.073
C19 -4.24277 0.32267 -1.11369  -0.004
C20 -5.58700 0.03598 -1.20313  0.005
H1 -8.26762 -1.11524 1.54739  0.094
H2 -9.30780 -1.68540 0.21956  0.092
H3 -7.88443 -2.64124 0.69990  0.094
H4 -5.97871 -1.66500 1.69960  0.101
H5 -3.61104 -1.15872 1.85701  0.109
H6 -1.77941 -0.19928 1.03482  0.116
H7 -0.16332 0.13978 1.67351  0.129
H8 2.00244 1.99217 1.97170  0.114
H9 0.37459 2.12327 2.62502  0.113
H10 1.00530 4.08862 1.20503  0.114
H11 -0.41649 3.23930 0.59548  0.119
H12 2.43651 2.98023 -0.44020  0.113
H13 1.07236 3.71433 -1.27564  0.116
H14 0.44323 1.68195 -2.11106  0.141
H15 2.89040 1.12068 -2.03316  0.128
H16 1.82303 -0.28300 -1.87591  0.126
H17 3.29601 1.13709 0.39953  0.133
H18 3.69352 -1.52446 -0.75687  0.131
H19 7.11848 -1.27248 0.38458  0.142
H20 5.40154 -2.08530 -2.06918  0.098
H21 7.12962 -2.51199 -1.78188  0.101
H22 4.76706 -3.27562 0.08792  0.097
H23 6.50106 -3.69040 0.35526  0.101
H24 2.21107 -0.48588 1.88268  0.128
H25 1.40938 -1.26205 0.50634  0.125
H26 -3.74864 0.87360 -1.89525  0.100
H27 -6.16117 0.36413 -2.05477  0.119

structure (SMILES) = COc1ccc(NC(=O)N2[C@@H]3CCC[C@H]2C[C@H](NC(=O)C2CC2)C3)cc1
net charge = 0
relative energy (zero: lowest compared OMol25 entry of this formula, charge and spin) = 57.0 kcal/mol
lowest unoccupied orbital energy = 0.5218 eV



| no. | HOMO level (eV) | orbital gap (eV) |
| --- | --- | --- |
| 1 | -7.809 | 8.0 |
| 2 | -7.848 | 8.4 |
| 3 | -8.129 | 8.8 |
| 4 | -7.721 | 8.2 |